[1]
Formula: C22H19N2OReS2
Source: OMol25
Level of theory: wB97M-V/def2-TZVPD

Its expectation value of S² is 0.81. As for the spin multiplicity: 2. As for the HOMO energy (spin up / spin down): -11.22 / -11.28 eV. Its total charge is +1.

The geometry in XYZ format:
```
47
Properties=species:S:1:pos:R:3:forces:R:3
Re 0.7938 1.4418 -1.8455 -1.7 -0.6 2.9
C 1.3353 1.9018 2.4698 0.0 0.1 0.2
C 0.8135 2.1613 1.0986 0.8 -1.0 -0.3
N 1.2882 1.3266 0.1638 -1.6 1.7 -2.3
N 2.1124 0.3818 0.5896 1.7 -2.0 0.7
C 2.5154 -0.5500 -0.2173 -0.8 0.9 0.8
S 2.0068 -0.5789 -1.9087 -0.2 1.5 -0.8
S 3.6308 -1.6731 0.4709 0.3 -0.1 -0.1
C 3.4974 -3.1685 -0.6004 -0.2 0.5 0.3
C 2.3417 -3.9936 -0.1346 -0.2 -0.3 0.0
C 2.5335 -5.1022 0.6839 0.0 0.2 -0.1
C 1.4455 -5.8024 1.1766 -0.1 0.0 0.0
C 0.1565 -5.4054 0.8592 0.0 0.0 0.0
C -0.0414 -4.3171 0.0247 -0.1 0.0 0.0
C 1.0433 -3.6229 -0.4717 0.1 0.0 0.0
C -0.0916 3.2332 0.8244 -0.6 0.7 -1.0
C -0.8643 3.7803 1.8721 0.1 -0.2 -0.1
C -1.7058 4.8454 1.6834 0.0 0.2 -0.1
C -1.7429 5.4876 0.4417 0.0 -0.2 0.3
C -1.0206 4.9911 -0.6140 0.4 -0.5 -0.5
C -0.2451 3.8220 -0.4833 -0.7 0.6 2.8
O 0.3145 3.3076 -1.5340 1.5 -1.4 -2.4
H 2.4154 1.7692 2.4016 -0.1 0.0 0.1
H 0.9402 0.9496 2.8207 0.0 -0.1 0.1
H 1.1073 2.6902 3.1744 -0.1 0.1 0.0
H 4.4464 -3.6815 -0.4608 0.0 0.1 -0.1
H 3.3938 -2.8279 -1.6288 0.1 -0.1 0.0
H 3.5345 -5.4184 0.9350 0.1 0.0 0.1
H 1.5994 -6.6536 1.8210 0.0 -0.1 0.0
H -0.6923 -5.9423 1.2536 -0.1 -0.1 0.0
H -1.0427 -4.0075 -0.2356 -0.1 0.0 0.0
H 0.8901 -2.7832 -1.1341 -0.1 0.0 -0.1
H -0.8308 3.3076 2.8385 0.0 0.0 0.2
H -2.3256 5.1983 2.4932 0.0 0.0 0.1
H -2.3532 6.3665 0.3106 -0.1 0.1 -0.1
H -1.0676 5.4520 -1.5901 0.0 0.0 -0.1
C -3.8452 -0.0729 -1.5822 0.1 0.0 0.0
C -2.8224 -0.9700 -1.3189 0.0 0.1 0.0
C -1.5051 -0.5460 -1.3308 0.3 -0.4 0.1
C -1.1780 0.7736 -1.6451 1.1 0.3 -0.4
C -2.2215 1.6709 -1.8954 -0.2 0.4 -0.3
C -3.5420 1.2496 -1.8630 0.1 0.0 0.1
H -4.8717 -0.4031 -1.5513 -0.1 0.0 0.0
H -3.0518 -2.0008 -1.0989 0.0 -0.1 0.1
H -0.7281 -1.2590 -1.0926 0.0 0.0 -0.1
H -2.0339 2.7140 -2.1173 0.1 -0.1 0.0
H -4.3339 1.9597 -2.0533 0.0 0.0 0.0
```
Forces are in eV/Å.

***

[2]
Formula: C22H20B3Br10O26V
Source: OMol25
Level of theory: wB97M-V/def2-TZVPD

As for the HOMO energy: -5.62 eV. Its total charge is -2.

The geometry in XYZ format:
```
82
Properties=species:S:1:pos:R:3:forces:R:3
O -1.8566 -10.2927 3.4015 -1.3 1.7 -2.7
V -2.3644 -9.4564 2.1342 -1.4 -1.4 1.9
O -3.9293 -9.6612 1.9653 2.9 0.2 0.5
O -0.6461 6.5915 -4.1860 -0.5 1.3 1.7
C -0.6599 7.4410 -3.3029 3.3 -3.6 -2.0
O -1.3797 8.4529 -3.2081 -3.6 3.1 -0.8
B -1.0652 9.2727 -2.0865 0.2 0.9 2.6
O 0.2003 8.7791 -1.5192 0.5 -2.7 -2.0
C 0.4305 7.6078 -2.2380 4.4 -2.9 1.7
O 1.3900 6.7716 -2.1208 -4.1 4.2 0.0
O -2.1072 9.1847 -0.9908 -0.9 1.7 -0.4
C -2.6269 10.4304 -0.8339 -1.1 -0.3 1.4
O -3.5390 10.8028 -0.1176 1.1 -1.2 -0.8
C -1.8398 11.3998 -1.6966 -2.0 3.8 0.3
O -0.9691 10.7346 -2.3302 1.9 -1.3 -2.0
O -2.0678 12.6206 -1.7904 0.7 -2.9 0.3
O -1.4370 -4.3486 2.6467 1.0 3.6 -0.6
C -1.1218 -3.1729 2.3418 -0.3 -2.6 -1.1
O -0.5064 -2.8242 1.1816 -1.3 -1.1 2.1
B -0.3780 -1.3747 1.0930 -0.3 0.3 0.1
O -1.0390 -0.8160 2.3166 -1.2 -2.1 1.8
C -1.4726 -1.8609 3.1276 -0.4 0.9 -0.3
O -2.0935 -1.8480 4.1813 1.5 0.5 -2.2
O -0.9355 -0.8764 -0.1866 -1.6 -0.2 0.3
C -0.0814 -0.1556 -0.8412 1.3 2.0 -3.5
O -0.1800 0.4495 -1.9394 -0.2 -2.3 4.1
C 1.2510 -0.2299 -0.0109 0.7 1.1 -0.7
O 0.9937 -0.9886 1.0729 1.6 0.9 -0.7
O 2.2633 0.3487 -0.3300 -1.1 -1.2 1.0
O 4.0652 -3.0980 -4.1568 -0.4 -2.7 0.0
C 3.3890 -4.0771 -4.4219 -1.1 2.2 0.2
O 3.1690 -5.2323 -3.7585 0.8 0.4 -0.5
B 2.0752 -6.0040 -4.4100 0.2 1.5 0.4
O 1.6214 -5.1108 -5.5020 -1.3 -1.2 -0.2
C 2.2597 -3.9854 -5.5280 1.4 3.4 -1.2
O 2.0836 -2.9750 -6.2338 0.1 -3.4 1.8
O 1.0246 -6.2585 -3.3662 -0.2 0.1 0.2
C 0.9228 -7.5363 -3.1221 0.4 -0.9 -0.4
O 0.2911 -8.1248 -2.2727 0.1 0.7 -0.2
C 1.7849 -8.2778 -4.2083 -0.8 -2.1 -0.6
O 2.4464 -7.3112 -4.8993 -0.4 -2.3 0.5
O 1.6899 -9.5087 -4.4024 1.0 4.1 0.2
Br -4.3719 -5.2187 -2.9646 0.5 0.6 -0.8
C -3.5059 -4.0981 -4.3894 -0.3 0.6 0.0
C -3.6984 -4.7092 -5.7555 0.5 -0.4 0.3
Br -3.0957 -3.3442 -7.0721 -0.5 -0.8 0.5
H -2.4768 -3.8931 -4.0946 -0.1 -0.4 0.0
H -4.0226 -3.1416 -4.4692 -0.2 -0.1 0.8
H -4.7505 -4.9794 -5.8463 0.1 0.3 -0.6
H -3.0913 -5.6027 -5.9011 0.0 0.2 -0.2
Br -8.5373 1.4989 2.7959 -0.4 -0.8 1.3
C -8.7371 0.4179 4.5084 -0.9 0.3 -0.8
C -7.6622 -0.6138 4.5917 0.4 0.4 0.0
Br -8.0124 -2.1746 3.3920 0.4 1.1 0.8
H -9.7173 -0.0581 4.5342 -0.1 0.3 -0.4
H -8.7190 1.1273 5.3357 0.4 0.1 -0.2
H -7.5660 -0.9413 5.6268 -0.2 -0.5 -0.2
H -6.7494 -0.0617 4.3678 0.4 -0.9 -0.5
Br -4.3356 5.9893 4.4422 0.2 -0.3 -0.1
C -2.9086 4.6546 4.1859 0.3 0.3 0.1
C -1.7776 5.2599 3.4058 0.0 0.6 0.0
Br -0.2467 4.0474 3.5733 -0.3 0.2 -0.4
H -3.3064 3.8418 3.5783 -0.2 -0.1 0.7
H -2.5268 4.3938 5.1730 -0.6 -0.3 -0.1
H -1.4392 6.2173 3.8021 -0.1 -0.2 0.0
H -2.1291 5.4170 2.3861 0.7 -0.2 -0.2
Br 7.3433 6.1919 1.9697 -0.8 -0.8 0.5
C 6.4128 4.6132 2.8037 1.1 0.2 1.6
C 7.1161 4.3408 4.1703 0.4 -0.8 -0.7
Br 6.6283 2.5029 4.7131 0.0 0.2 -0.1
H 6.6356 3.7637 2.1581 -0.3 0.3 0.0
H 5.3502 4.7504 3.0042 0.1 0.4 -0.7
H 6.9114 4.9015 5.0824 -0.4 0.5 -0.7
H 8.1941 4.3142 4.0113 -0.1 0.0 0.1
Br 7.9279 -2.2509 0.4274 -0.1 -0.4 0.4
C 6.9869 -3.8243 1.1956 0.6 0.7 -0.5
C 7.7943 -5.1174 0.9775 -0.4 1.1 -0.4
Br 8.0826 -5.4501 -0.9540 -0.3 -0.2 0.8
H 6.0192 -3.7287 0.7031 0.1 -0.7 0.0
H 6.8612 -3.5761 2.2495 0.1 -0.2 0.0
H 7.2584 -5.9334 1.4624 0.2 -0.2 -0.4
H 8.8062 -5.0079 1.3676 -0.2 -0.1 0.1
```
Forces are in eV/Å.

***

[3]
Formula: C22H20Br2Cl3N4OPt
Source: OMol25
Level of theory: wB97M-V/def2-TZVPD

Its expectation value of S² is 2.04. As for the spin multiplicity: 3. As for the HOMO energy (spin up / spin down): -10.41 / -10.87 eV. Its total charge is +1.

The geometry in XYZ format:
```
53
Properties=species:S:1:pos:R:3:forces:R:3
Pt -0.0079 -0.2142 -0.3629 0.3 0.7 0.4
Cl -3.5141 -7.3033 0.1659 0.0 0.0 0.0
C -2.5533 -5.9202 -0.1010 0.0 0.0 0.0
C -2.9176 -4.7122 0.5106 0.0 0.0 0.0
C -2.1453 -3.6093 0.2968 0.0 -0.1 0.1
Cl -2.4748 -2.1130 1.0309 -0.4 -0.2 0.0
C -0.9569 -3.6389 -0.5259 0.1 -0.1 -0.2
O -0.2513 -2.6373 -0.7222 -0.1 -0.2 0.3
C -0.6472 -4.9251 -1.1358 0.0 0.0 0.0
Cl 0.7371 -5.0103 -2.1359 0.0 0.0 0.0
C -1.4218 -6.0278 -0.9229 0.0 0.0 0.0
H -3.7946 -4.6659 1.1400 0.0 0.0 0.0
H -1.1759 -6.9755 -1.3798 0.0 0.0 0.0
Br 3.0377 -0.6139 -6.3923 0.0 0.0 0.0
C 2.2177 -0.5134 -4.7113 0.0 0.0 0.0
C 1.4844 -1.5719 -4.2168 0.0 0.0 0.0
C 0.8923 -1.4286 -2.9800 0.0 0.1 0.0
N 0.9947 -0.3277 -2.2201 -0.1 -0.1 -0.1
C 1.7202 0.7005 -2.7053 0.0 -0.1 0.0
C 2.3316 0.6338 -3.9504 -0.1 0.0 0.0
C 1.8422 1.9410 -1.8935 0.0 0.0 -0.1
C 2.8007 2.8980 -2.2150 0.0 0.0 0.0
C 2.8488 4.0712 -1.4862 0.0 0.0 0.0
Br 4.1282 5.3794 -1.8890 0.0 0.0 0.0
C 1.9406 4.2636 -0.4609 0.0 0.0 0.0
C 1.0472 3.2438 -0.1997 0.0 0.0 0.0
N 0.9920 2.0960 -0.8780 0.0 0.1 0.0
H 1.3604 -2.4893 -4.7730 0.0 0.0 0.0
H 0.3133 -2.2323 -2.5654 0.0 0.0 0.0
H 2.8750 1.4749 -4.3474 0.0 0.0 0.0
H 3.5166 2.7395 -3.0047 0.0 0.0 0.0
H 1.9291 5.1688 0.1283 0.0 0.0 0.0
H 0.3429 3.3695 0.6095 0.0 0.0 0.0
C 0.6036 1.0336 2.2575 0.0 0.0 0.1
C 0.4265 2.1312 3.3303 0.0 0.0 0.1
N -0.9879 2.3306 3.6255 0.0 -0.1 0.0
C -1.5567 1.0526 4.0395 0.0 0.0 0.0
C -1.4272 -0.0067 2.9084 0.1 -0.1 0.0
N -0.7238 0.5862 1.7400 0.2 0.0 -0.6
C -1.5773 1.7273 1.3005 0.0 0.1 0.1
C -1.6835 2.7851 2.4255 0.0 0.0 0.0
H 1.0860 0.1471 2.6693 0.0 0.0 0.0
H 1.2190 1.3600 1.4280 0.0 0.1 0.0
H 0.8510 3.0834 3.0054 0.0 0.0 0.0
H 0.9327 1.8533 4.2554 0.0 0.0 0.0
H -2.6045 1.2098 4.2965 0.0 0.0 0.0
H -1.0430 0.7215 4.9424 0.0 0.0 0.0
H -2.4151 -0.3297 2.5985 0.0 0.1 0.0
H -0.8657 -0.8816 3.2343 0.0 0.0 0.0
H -2.5540 1.3046 1.0620 0.0 0.0 0.0
H -1.1903 2.1272 0.3679 0.0 0.0 0.0
H -2.7266 2.9716 2.6832 0.0 0.0 0.0
H -1.2550 3.7430 2.1230 0.0 0.0 0.0
```
Forces are in eV/Å.

***

[4]
Formula: C22H20BrMnN
Source: OMol25
Level of theory: wB97M-V/def2-TZVPD

Its expectation value of S² is 6.33. As for the spin multiplicity: 5. As for the HOMO energy (spin up / spin down): -3.34 / -3.31 eV. Its total charge is -1.

The geometry in XYZ format:
```
45
Properties=species:S:1:pos:R:3:forces:R:3
C -3.6670 1.0525 -1.3978 -0.7 1.1 0.8
C -3.6047 1.5498 -0.0510 -0.7 0.8 -1.2
C -2.3001 2.1276 0.1504 -0.2 0.6 -1.1
H -4.3960 1.4954 0.6934 0.3 -0.1 -0.2
C -1.5706 1.9966 -1.0833 -0.8 1.2 -0.5
C -2.4206 1.3495 -2.0355 0.7 0.6 0.8
H -2.1589 1.1472 -3.0743 -0.1 -0.1 0.5
H -4.5384 0.6239 -1.8935 0.4 -0.1 0.4
H -1.9686 2.6625 1.0343 0.1 -0.4 -0.1
H -0.5829 2.4097 -1.3060 -0.4 -0.5 0.4
Mn -2.1176 0.0497 -0.2194 2.3 -3.7 -0.2
Br -2.1007 -0.7363 1.9972 -0.2 0.0 0.7
C -0.7091 -3.1684 -0.7907 -1.3 0.0 -0.4
C -0.6635 -2.2940 -1.8929 -0.8 0.6 -0.1
C -1.9432 -1.6487 -2.0277 0.7 -0.4 0.1
H 0.1768 -2.1672 -2.5737 -0.2 0.2 0.4
C -2.8143 -2.2314 -1.0064 0.4 -0.4 0.5
C -2.0343 -3.1799 -0.2721 -0.1 0.6 -0.8
H -2.3932 -3.8034 0.5437 0.1 0.3 -0.1
H 0.1003 -3.7868 -0.4288 0.1 0.1 0.0
H -2.3176 -1.0790 -2.8961 0.4 -0.6 0.6
H -3.9075 -2.1095 -0.9851 0.6 -0.1 0.1
C 3.5119 -2.8784 0.5417 0.2 -0.2 0.0
C 3.2735 -2.2893 -0.7055 -0.2 0.0 0.2
C 2.3244 -1.2804 -0.8322 0.0 -0.1 0.4
C 1.6080 -0.8179 0.3002 0.2 -0.2 0.0
C 1.8322 -1.4616 1.5425 0.1 0.2 -0.1
C 2.7855 -2.4663 1.6641 0.0 0.1 -0.2
N 0.7372 0.2339 0.1960 -1.2 0.1 -0.8
C 1.1073 1.4475 0.7118 0.2 0.0 0.0
C 0.6896 1.8678 1.9940 0.0 0.0 0.0
C 1.1297 3.0735 2.5283 0.0 0.1 -0.4
C 1.9506 3.9163 1.7713 0.1 0.3 0.0
C 2.3325 3.5449 0.4740 -0.2 -0.1 0.2
C 1.9161 2.3295 -0.0560 -0.1 -0.1 0.4
H 4.2678 -3.6634 0.6392 -0.2 0.2 0.0
H 3.8312 -2.6109 -1.5847 0.0 0.0 0.2
H 2.1202 -0.7870 -1.7888 0.1 -0.2 0.4
H 1.2422 -1.1164 2.4021 0.3 -0.2 -0.4
H 2.9669 -2.9188 2.6400 0.0 0.0 -0.2
H 0.0222 1.1940 2.5493 0.4 0.3 -0.2
H 0.8270 3.3515 3.5349 0.1 0.1 -0.1
H 2.2876 4.8734 2.1864 -0.1 -0.4 -0.2
H 2.9570 4.2012 -0.1324 -0.1 0.0 0.2
H 2.2110 1.9969 -1.0608 -0.1 0.2 0.5
```
Forces are in eV/Å.

***

total charge of number 4 (C22H20BrMnN)? -1